# 1
The following is a DFT calculation (ωB97M-V with the def2-TZVPD basis set) of C12H23N3 as an isolated structure.

Results
gap between HOMO and LUMO (alpha / beta): 5.82 / 8.06 eV
HOMO (alpha / beta): -5.0 / -9.4 eV
⟨S²⟩: 2.013

ORCA input file:
```
! RIJCOSX wB97M-V def2-TZVPD def2/J DEFGRID3
* xyz 0 3
C 0.5036 1.4141 1.6432
C -1.8468 1.1674 -2.9883
C -1.5700 -0.3016 -2.5126
C -1.3633 2.2709 -2.0501
C -0.1233 -0.5605 -2.2286
C 0.1364 1.9228 -1.8199
C 2.5059 0.0937 1.7474
C -1.2003 -0.8988 1.3921
C 0.8839 -2.3429 1.2309
C 0.0613 -1.0774 3.4538
C 1.0233 0.1098 1.4035
C 0.2570 -1.1226 1.8785
N 0.0726 2.4817 1.7447
N 0.3050 0.5573 -1.3726
N 1.2224 0.1108 -0.5259
H -1.3256 1.4438 -3.8081
H -3.0041 1.1289 -3.2547
H -2.2448 -0.2909 -1.6634
H -1.8990 -0.9959 -3.3978
H -1.4320 3.3112 -2.3564
H -1.9356 2.2214 -1.1963
H -0.2065 -1.5062 -1.7023
H 0.4682 -0.5757 -3.1308
H 0.7307 1.9178 -2.7643
H 0.5581 2.6704 -0.9970
H 2.8655 1.0591 2.0642
H 2.6868 -0.7653 2.5160
H 3.1719 -0.1213 0.7836
H -1.3023 0.0556 0.8989
H -1.9414 -0.9279 2.1715
H -1.4207 -1.7321 0.6388
H 0.1008 -3.2122 1.1356
H 1.4114 -2.0988 0.2155
H 1.7628 -2.6894 1.9755
H 0.9932 -1.3524 3.8673
H -0.5958 -1.9278 3.5524
H -0.3892 -0.0693 3.8671
H 2.0801 0.6325 -0.4112
*
```

---

# 2
The following is a DFT calculation (ωB97M-V with the def2-TZVPD basis set) of one molecule with the formula C12H23N3O3Si.

Results
gap between HOMO and LUMO: 9.54 eV
structure (SMILES): NCCO[Si](OCCN)(OCCN)c1ccccc1
HOMO: -8.8 eV

ORCA input file:
```
! RIJCOSX wB97M-V def2-TZVPD def2/J DEFGRID3
* xyz 0 1
N 2.2467 -0.6208 -2.7025
C 2.0320 0.8298 -2.5334
C 1.7297 1.1652 -1.0641
O 0.7920 0.1461 -0.6964
Si -0.2980 0.1120 0.4787
O -1.3629 -1.2350 0.2748
C -0.7785 -2.4809 -0.2817
C -1.1884 -2.6028 -1.7487
N -0.5116 -1.5378 -2.4814
O 0.5424 -0.0307 1.9345
C 0.3448 -1.2859 2.6473
C 1.5751 -2.1686 2.6690
N 2.2373 -2.0886 1.4021
C -1.1572 1.8219 0.5418
C -2.0970 2.1565 -0.3288
C -2.8747 3.3170 -0.0363
C -2.5396 4.0937 1.0804
C -1.4528 3.7224 1.8457
C -0.8133 2.5127 1.6576
H 2.9166 -1.0040 -2.0533
H 1.3726 -1.1608 -2.5064
H 2.8198 1.5639 -2.8500
H 1.1714 0.9675 -3.1323
H 2.5392 0.9532 -0.3416
H 1.2657 2.1409 -0.7867
H -1.2229 -3.4082 0.2365
H 0.2740 -2.4924 -0.2145
H -0.8816 -3.5419 -2.1868
H -2.3135 -2.5457 -1.9100
H -0.5779 -0.6832 -1.9060
H -1.0118 -1.2662 -3.3348
H 0.0717 -1.0456 3.6929
H -0.4086 -1.7815 2.1205
H 1.4500 -3.1260 3.0647
H 2.2534 -1.7400 3.4346
H 2.1627 -2.8378 0.7026
H 2.0681 -1.2709 0.8707
H -2.2377 1.5019 -1.2382
H -3.7653 3.5287 -0.6166
H -3.2070 4.8536 1.4313
H -1.1757 4.4601 2.6278
H 0.0104 2.1081 2.2369
*
```

---

# 3
The following is a DFT calculation (ωB97M-V with the def2-TZVPD basis set) of C12H24AgAs2F12O9 as an isolated structure.

Results
gap between HOMO and LUMO (alpha / beta): 9.84 / 4.14 eV
HOMO (alpha / beta): -11.1 / -11.1 eV
⟨S²⟩: 0.753

ORCA input file:
```
! RIJCOSX wB97M-V def2-TZVPD def2/J DEFGRID3
* xyz 0 2
Ag -0.6971 0.3384 -0.7169
As -3.9766 2.4805 -1.2574
F -4.2263 2.0797 0.4669
F -2.3387 1.6017 -1.3443
F -3.7407 3.1289 -2.9444
F -5.5833 3.2754 -1.2775
F -3.1389 4.0633 -0.7209
F -4.7635 0.9670 -1.8773
As -2.4372 -2.6816 -0.5527
F -2.4800 -3.9567 0.7289
F -3.4943 -1.4839 0.3098
F -2.2120 -1.4842 -1.8852
F -1.4409 -3.8386 -1.4964
F -3.9087 -3.4025 -1.2899
F -0.9790 -2.1069 0.3071
C 4.0580 -2.1411 0.4782
C 2.6337 -1.6528 0.0436
O 2.3382 -2.3527 -1.1921
C 1.5108 -1.8966 -2.1140
O 0.8043 -0.8689 -2.0241
O 1.6376 -2.7031 -3.1986
C 0.7300 -2.4894 -4.2277
H 4.2391 -3.2153 0.4420
H 4.2897 -1.7170 1.4553
H 4.8294 -1.6950 -0.1494
H 2.5169 -0.5720 -0.0365
H 1.9688 -1.8981 0.8717
H -0.2192 -2.7063 -3.7376
H 0.9576 -3.1646 -5.0527
H 0.7245 -1.5015 -4.6883
C -2.4849 -2.6260 4.2451
C -1.9573 -1.3590 3.5487
O -0.4913 -1.2592 3.5941
C 0.1803 -0.4281 2.7477
O -0.2437 0.2194 1.8212
O 1.5114 -0.5720 2.8562
C 2.1434 -1.5444 3.7667
H -3.4301 -3.1058 3.9911
H -2.6129 -2.5880 5.3268
H -1.7283 -3.3961 4.0944
H -2.4770 -0.4714 3.9096
H -2.1631 -1.2490 2.4840
H 2.6645 -2.0776 2.9716
H 1.4654 -2.2399 4.2615
H 2.7264 -1.2164 4.6273
C 3.1659 2.8269 0.3332
C 2.9301 3.8067 -0.8205
O 1.6174 4.4341 -0.7303
C 0.5184 3.7612 -1.1651
O 0.3376 2.6046 -1.4657
O -0.3669 4.6395 -1.4655
C -1.1285 4.5272 -2.6836
H 4.0484 3.0349 0.9383
H 3.2964 1.8611 -0.1549
H 2.3869 2.7371 1.0903
H 2.8913 3.3826 -1.8238
H 3.6944 4.5812 -0.7554
H -0.5279 4.2983 -3.5639
H -1.8196 5.3617 -2.8017
H -1.7486 3.6504 -2.4967
*
```

---

# 4
The following is a DFT calculation (ωB97M-V with the def2-TZVPD basis set) of C12H24AlBCl3CsF11IKMgO12P3SV as an isolated structure.

Results
gap between HOMO and LUMO: 1.84 eV
HOMO: -9.3 eV

ORCA input file:
```
! RIJCOSX wB97M-V def2-TZVPD def2/J DEFGRID3
* xyz 1 1
C 3.0448 1.2706 3.0463
C 2.6683 2.0634 2.2368
P 2.2951 3.1001 0.8939
C 1.1282 2.2256 -0.2092
C -0.0769 3.0966 -0.7418
C -1.4931 2.4014 -0.3646
I -2.2985 1.4422 -2.1363
B 3.9549 3.3997 -0.1781
C 5.3027 2.7178 0.1353
O 3.7651 4.2219 -1.2083
S 1.5292 4.9747 1.6371
O 2.4965 5.5068 2.4869
O 0.2262 4.7314 2.1071
F 1.4019 5.8586 0.3746
H 3.1196 0.3166 3.6010
H 1.6801 1.7975 -1.0441
H 0.7579 1.3668 0.3458
H 0.0186 3.1561 -1.8682
H -0.1284 4.1412 -0.3447
H -1.3689 1.6211 0.3721
H -2.2361 3.1234 0.0432
H 5.1594 1.8655 0.8007
H 5.9660 3.4635 0.5833
H 5.7502 2.4042 -0.8075
H 3.5244 3.7400 -2.0144
C -5.7609 0.6093 -2.7598
O -5.6979 0.3896 -3.9631
O -5.7370 -0.2610 -1.8650
O -5.8465 1.7362 -2.2170
C -2.5944 -1.8185 3.3428
O -1.2558 -2.3239 3.1367
P -0.3371 -2.5333 4.5633
O 0.9176 -2.8042 3.7319
O -1.1282 -3.8404 5.0048
C -1.2571 -4.9360 4.0959
O 0.5399 -2.5934 6.0323
C 1.4648 -1.5407 6.2600
H -3.1263 -1.8513 2.3966
H -3.1492 -2.4843 4.1080
H -2.5805 -0.7877 3.7030
H -0.4676 -4.9347 3.3440
H -2.2322 -4.8961 3.6100
H -1.1991 -5.8522 4.6774
H 0.9649 -0.5813 6.1540
H 2.3068 -1.6128 5.5598
H 1.8520 -1.6152 7.2722
Cs -1.0435 4.6977 -1.9567
K 0.5788 0.0233 3.6857
F -8.2805 1.7740 1.7337
Al -7.5509 0.3724 1.1407
F -8.0407 0.1047 -0.4728
F -7.9486 -0.9569 2.0894
F -5.8338 0.5852 1.1291
O -4.3287 -3.0650 -4.5945
V -5.9020 -3.3645 -3.8451
O -7.3380 -3.6673 -3.1278
F 5.6936 5.7669 -2.6140
P 6.1832 4.7209 -3.8102
F 5.0291 5.6149 -4.5966
F 7.1797 5.1679 -5.0289
F 5.7117 3.4847 -4.7987
F 5.7567 3.5114 -2.6955
F 7.6230 4.7220 -3.0187
Mg -2.7518 -4.0547 -3.1777
Cl 2.7310 -7.2182 -4.5884
C 1.5221 -6.0420 -5.1439
C 0.3700 -6.7049 -5.8606
Cl 0.8582 -7.3845 -7.4241
H 2.0234 -5.3179 -5.7813
H 1.1567 -5.5216 -4.2563
H -0.4101 -5.9688 -6.0655
H -0.0632 -7.5060 -5.2652
Cl -4.7887 -3.2489 4.4094
*
```

---

# 5
The following is a DFT calculation (ωB97M-V with the def2-TZVPD basis set) of C12H24AuClI2N2OP2 as an isolated structure.

Results
gap between HOMO and LUMO (alpha / beta): 3.11 / 3.38 eV
HOMO (alpha / beta): -12.0 / -14.7 eV
⟨S²⟩: 2.010

ORCA input file:
```
! RIJCOSX wB97M-V def2-TZVPD def2/J DEFGRID3
* xyz 2 3
I 0.2547 2.0069 -5.9732
I -0.2633 3.7495 -4.2339
Au 0.0151 -0.1334 -1.1867
P -2.2974 -0.2482 -1.2929
C -3.2571 0.8618 -0.1958
C -2.9753 0.1074 -2.9570
H -4.0606 -0.0401 -2.9819
H -4.0565 -1.9381 -1.0602
H -2.4888 -0.5623 -3.6708
H -2.4836 -2.6308 -1.5735
H -2.9970 1.9011 -0.4146
H -2.7386 1.1395 -3.2291
C -2.9713 -1.9087 -0.9135
H -4.3336 0.7188 -0.3359
H -2.7335 -2.1658 0.1221
H -2.9957 0.6564 0.8458
P 2.3290 -0.2239 -1.2883
C 3.2750 0.8940 -0.1872
C 3.0192 -1.8781 -0.9107
H 2.5295 -0.5326 -3.6661
H 4.0934 0.0069 -2.9729
H 2.7584 1.1714 -3.2218
C 3.0065 0.1418 -2.9504
H 2.5384 -2.6041 -1.5714
H 4.1046 -1.8966 -1.0575
H 4.3532 0.7604 -0.3235
H 3.0116 0.6858 0.8534
H 2.7840 -2.1385 0.1246
H 3.0066 1.9310 -0.4065
Cl 0.0262 -1.8335 -2.8606
N -0.1445 -0.3552 5.8588
C -0.0140 0.6777 4.9869
O 0.1059 1.8078 5.4389
C -0.0104 0.4875 3.5008
C -0.1388 -0.7817 2.9065
C -0.1256 -0.9010 1.5198
N 0.0073 0.1951 0.7297
C 0.1320 1.4379 1.2605
C 0.1267 1.6061 2.6502
H -0.1410 -0.1755 6.8737
H -0.2499 -1.3311 5.5582
H -0.2476 -1.6881 3.4803
H -0.2217 -1.8775 1.0629
H 0.2389 2.2936 0.6078
H 0.2305 2.6043 3.0555
*
```

---

# 6
The following is a DFT calculation (ωB97M-V with the def2-TZVPD basis set) of C12H24BClIO3 as an isolated structure.

Results
gap between HOMO and LUMO: 7.41 eV
HOMO: -4.9 eV

ORCA input file:
```
! RIJCOSX wB97M-V def2-TZVPD def2/J DEFGRID3
* xyz -1 1
C -0.7733 4.1235 -3.8906
C -0.8534 2.8093 -2.8594
O -0.2226 1.6099 -3.4320
C -1.0467 0.3889 -3.1479
O -1.8939 0.0290 -4.1206
C -0.9390 -0.4171 -1.6861
C 0.3496 -1.4206 -1.8252
C 0.6193 -2.3943 -0.5350
B 0.3140 -1.6770 0.9353
C 1.2934 -0.4927 1.5835
C 2.0458 0.4348 0.4613
C 3.0999 1.5382 1.0612
O 2.5172 2.3986 2.1023
C -1.0356 -2.2709 1.7355
C -1.0520 -1.9153 3.3354
C -2.1064 -3.0104 4.0334
I -1.9876 0.0715 3.7306
H -0.6756 3.7656 -5.0249
H 0.1561 4.8112 -3.6747
H -1.7995 4.7187 -3.8481
H -1.9889 2.5773 -2.5956
H -0.2799 3.1471 -1.8863
H -1.9598 -0.9740 -1.5404
H -0.7864 0.4530 -0.8838
H 0.1686 -2.1372 -2.7579
H 1.3481 -0.8011 -2.0011
H -0.0583 -3.3735 -0.6182
H 1.7567 -2.7362 -0.5021
H 2.1569 -1.0238 2.2129
H 0.7382 0.2225 2.3249
H 1.2174 0.9778 -0.2030
H 2.6811 -0.2949 -0.2278
H 4.0979 0.9919 1.3857
H 3.3995 2.2466 0.1486
H 1.5446 2.5014 1.8208
H -0.9296 -3.4567 1.6463
H -2.0422 -1.9679 1.2218
H -0.0303 -2.0542 3.8885
H -1.5629 -3.7781 4.7348
H -2.6729 -3.6165 3.1913
H -2.9644 -2.4264 4.6234
Cl 0.1568 2.4222 1.0834
*
```

---

# 7
The following is a DFT calculation (ωB97M-V with the def2-TZVPD basis set) of C12H24BiCl2N2O as an isolated structure.

Results
gap between HOMO and LUMO: 5.71 eV
HOMO: -3.0 eV

ORCA input file:
```
! RIJCOSX wB97M-V def2-TZVPD def2/J DEFGRID3
* xyz -1 1
Bi 0.1450 2.0852 -1.5886
Cl -0.1899 2.3160 0.9861
Cl 1.1199 0.0177 -2.6720
C -0.7586 3.2888 -2.9921
H -0.4287 3.1979 -4.0522
H -0.6288 4.3800 -2.7993
C 3.0656 1.0088 0.0499
C 2.5688 1.9194 -0.7586
H 3.2161 0.0337 -0.3996
C 2.5454 3.4185 -0.3834
H 2.6197 1.7570 -1.8723
C 3.4450 3.6885 0.8451
H 2.7848 4.1095 -1.2253
H 1.4933 3.6253 -0.0442
C 3.1799 2.6572 1.9574
H 4.5079 3.6168 0.5486
H 3.2847 4.7026 1.2380
C 3.2378 1.1892 1.5285
H 3.8794 2.8078 2.7913
H 2.1523 2.7755 2.3214
H 4.1471 0.6942 1.9072
H 2.3650 0.6495 1.9388
C -2.7619 -0.9967 -1.7538
N -2.8170 -2.1466 -0.8852
C -3.6232 -3.2756 -1.3120
C -1.9275 -2.0789 0.1701
O -1.1993 -1.0828 0.2648
N -1.8060 -3.0595 1.1368
C -2.6184 -4.2334 1.3798
C -0.8768 -2.7293 2.1865
H -3.5241 -1.1130 -2.5260
H -1.7697 -0.8896 -2.2144
H -2.9527 -0.0855 -1.1745
H -3.0186 -4.1757 -1.4837
H -4.4219 -3.4947 -0.5927
H -4.0936 -3.0001 -2.2613
H -1.9474 -5.0219 1.7518
H -3.3865 -4.0417 2.1501
H -3.1018 -4.5858 0.4693
H 0.1070 -2.5074 1.7652
H -1.1989 -1.8392 2.7393
H -0.8135 -3.5817 2.8653
*
```

---

# 8
The following is a DFT calculation (ωB97M-V with the def2-TZVPD basis set) of C12H24Cl2N4O2PW as an isolated structure.

Results
gap between HOMO and LUMO (alpha / beta): 4.12 / 4.46 eV
HOMO (alpha / beta): -18.8 / -18.9 eV
⟨S²⟩: 2.031

ORCA input file:
```
! RIJCOSX wB97M-V def2-TZVPD def2/J DEFGRID3
* xyz 3 3
C -0.6974 5.8872 2.8098
C -0.4125 4.5141 2.2748
H 0.2057 6.4858 2.7158
H -1.0031 5.8819 3.8554
H -1.4809 6.3711 2.2232
O 0.4976 4.1817 1.5619
Cl -1.6277 3.2846 2.7845
W -0.1027 0.5133 -0.0968
P -0.3037 1.2741 -2.4101
C 0.8966 1.2693 -3.7790
C -1.7926 0.5098 -3.1128
H -1.6435 3.1089 -1.5378
H -1.0362 3.4406 -3.1928
H 0.0540 3.5978 -1.7781
C -0.7789 3.0298 -2.2065
H -2.5707 0.4175 -2.3432
H -2.1733 1.1275 -3.9433
H 0.5132 1.8315 -4.6447
H 1.0930 0.2335 -4.0877
H -1.5432 -0.4903 -3.4980
H 1.8372 1.7256 -3.4454
C 1.4698 1.6552 -0.1505
O 2.3804 2.4005 -0.2053
Cl -2.2626 1.0733 0.4076
C 0.4870 -2.5776 -0.6942
N 0.2557 -1.5050 0.3093
C 1.4575 -1.4840 1.2037
N 1.6849 -2.8106 1.9099
C 1.8598 -3.8465 0.8512
N 0.7040 -3.9218 -0.0617
C -0.4698 -4.2520 0.7620
N -0.7450 -3.2251 1.8133
C -0.9382 -1.9133 1.1257
C 0.4607 -3.1384 2.6607
H 1.3753 -2.3484 -1.2750
H -0.3981 -2.6691 -1.3330
H 1.3344 -0.7246 1.9909
H 2.3647 -1.3126 0.6211
H 1.9863 -4.8266 1.3267
H 2.7497 -3.5815 0.2713
H -1.3410 -4.3147 0.1016
H -0.3016 -5.2087 1.2672
H -1.1317 -1.1698 1.9057
H -1.8002 -2.0582 0.4712
H 0.5780 -4.0935 3.1712
H 0.3093 -2.3427 3.4004
*
```

---

# 9
The following is a DFT calculation (ωB97M-V with the def2-TZVPD basis set) of C12H24ClIMgO10 as an isolated structure.

Results
gap between HOMO and LUMO: 7.48 eV
HOMO: -7.5 eV

ORCA input file:
```
! RIJCOSX wB97M-V def2-TZVPD def2/J DEFGRID3
* xyz 0 1
Mg -16.9745 -22.5395 7.2937
I -14.7158 -23.2247 6.3063
Cl -18.1450 -24.5592 7.5794
C -19.8734 -19.8783 4.9256
O -19.4596 -20.9597 4.0372
C -18.5526 -21.8871 4.4312
O -18.0190 -21.8918 5.5231
O -18.2416 -22.6585 3.2915
C -17.2968 -23.7638 3.3550
H -20.7187 -20.2329 5.5155
H -20.3093 -19.0508 4.3660
H -19.1185 -19.6206 5.6684
H -17.4384 -24.3960 2.4784
H -17.4572 -24.4642 4.1746
H -16.3214 -23.2819 3.4223
C -18.2344 -23.2377 11.3398
O -16.8981 -22.7972 11.5609
C -16.1289 -22.4859 10.5401
O -16.5020 -22.5202 9.3421
O -14.9252 -22.2199 11.0168
C -13.8447 -21.7211 10.2225
H -18.6746 -23.4151 12.3211
H -18.2578 -24.1393 10.7277
H -18.8406 -22.4621 10.8719
H -13.9851 -20.6540 10.0498
H -13.7846 -22.2649 9.2798
H -12.8433 -21.7704 10.6502
C -18.9208 -18.9351 9.4618
O -19.9936 -19.7562 9.0739
C -19.7822 -20.8996 8.5176
O -18.7113 -21.3987 8.1547
O -21.0191 -21.4035 8.2935
C -21.1886 -22.4987 7.4231
H -18.2340 -19.5054 10.0873
H -19.2373 -18.0643 10.0359
H -18.2609 -18.5932 8.6645
H -20.8869 -23.4428 7.8768
H -20.6658 -22.3729 6.4750
H -22.2667 -22.4863 7.2625
C -16.4347 -18.3801 6.0769
C -15.9296 -19.3023 7.1947
O -16.3717 -20.4717 7.3007
C -15.0749 -18.7500 8.3001
H -17.1188 -17.6227 6.4597
H -16.9174 -18.9468 5.2808
H -15.6177 -17.8194 5.6229
H -15.2957 -17.6936 8.4526
H -13.9956 -18.8163 8.1625
H -15.4058 -19.2493 9.2108
*
```

---

# 10
The following is a DFT calculation (ωB97M-V with the def2-TZVPD basis set) of C12H24ClMnN6O as an isolated structure.

Results
gap between HOMO and LUMO (alpha / beta): 8.25 / 9.68 eV
HOMO (alpha / beta): -15.5 / -15.6 eV
⟨S²⟩: 6.257

ORCA input file:
```
! RIJCOSX wB97M-V def2-TZVPD def2/J DEFGRID3
* xyz 2 5
Mn 0.6064 -0.0864 -0.5866
C -0.4874 -1.3734 1.9731
C -1.1238 -2.0167 0.7324
N -0.1292 -2.1208 -0.3673
C 0.9536 -3.0952 -0.0695
C 2.3190 -2.6281 -0.5580
N 2.5464 -1.1887 -0.3385
C 3.0481 -0.7949 0.9977
C 1.9922 -1.0095 2.0629
N 0.6636 -0.5066 1.6136
H -0.1761 -2.1269 2.6954
H -1.2440 -0.7716 2.4740
H -1.9452 -1.4013 0.3647
H -1.5426 -2.9924 0.9860
H -0.6217 -2.4247 -1.1997
H 0.7188 -4.0570 -0.5259
H 0.9569 -3.2665 1.0031
H 2.3945 -2.8023 -1.6321
H 3.0944 -3.2376 -0.0869
H 3.2256 -0.8714 -1.0208
H 3.3081 0.2639 0.9364
H 3.9588 -1.3371 1.2653
H 2.2996 -0.5113 2.9822
H 1.8983 -2.0638 2.3114
H 0.5193 0.4115 2.0125
C -0.7291 4.4058 0.9199
N -1.3953 3.3359 0.1484
C -2.6359 3.5084 -0.3885
C -3.2484 2.5435 -1.1028
C -2.5431 1.3222 -1.2802
N -1.3319 1.1403 -0.7421
C -0.7487 2.1489 -0.0342
O 0.3917 1.9473 0.4266
N -3.0862 0.3258 -1.9830
H -1.3263 5.3064 0.8184
H 0.2660 4.5738 0.5210
H -0.6603 4.1216 1.9664
H -3.0965 4.4703 -0.2077
H -4.2303 2.7009 -1.5224
H -3.9930 0.4257 -2.4079
H -2.5956 -0.5371 -2.1293
Cl 1.8285 1.2170 -2.2461
C 0.7513 -0.1415 -2.6065
H 1.2744 -0.9922 -3.0251
H -0.1251 0.1859 -3.1503
*
```

---

What is the formula in the ninth record?
C12H24ClIMgO10